Below is 8 unconnected molecules or ions with the total composition C44H97F5N6O8S3 in a non-equilibrium geometry, with properties calculated with ωB97M-V/def2-TZVPD.

Last column: Löwdin charge in e.
Atoms and positions in Å:
C: 7.99408 4.64442 -10.23869  -0.050
C: 7.33143 5.49912 -9.15110  -0.659
C: 8.48516 6.27866 -8.49743  -0.084
O: 6.23740 6.22931 -9.51214  -0.292
H: 8.70593 3.98824 -9.72979  0.045
H: 8.48258 5.13292 -11.08165  0.073
H: 7.28197 3.86122 -10.49728  0.065
H: 7.03658 4.71283 -8.40314  0.110
H: 9.21954 5.59790 -8.05524  0.074
H: 8.10005 7.05110 -7.82356  0.040
H: 9.01744 6.84304 -9.28242  0.050
C: 7.81467 13.97649 -9.72828  -0.074
C: 7.55594 12.46957 -9.67160  -0.248
C: 6.12064 12.10702 -9.34554  -0.094
N: 5.98546 10.62658 -8.98999  -0.259
C: 6.78418 9.66435 -9.79241  0.009
C: 4.52467 10.32783 -9.05309  -0.123
C: 3.94423 10.83040 -7.71919  -0.132
C: 5.03795 10.50320 -6.72337  -0.124
C: 6.33968 10.43112 -7.52046  -0.074
H: 8.84829 14.19903 -9.99325  0.083
H: 7.67486 14.41530 -8.73765  0.084
H: 7.20018 14.47897 -10.47327  0.087
H: 8.28426 11.98934 -9.01742  0.110
H: 7.72014 12.13086 -10.69824  0.099
H: 5.50687 12.19189 -10.23901  0.140
H: 5.72289 12.65878 -8.49795  0.141
H: 7.83421 9.70808 -9.52743  0.095
H: 6.50888 9.81339 -10.83351  0.104
H: 6.44220 8.67285 -9.45426  0.083
H: 4.37558 9.24407 -9.00709  0.120
H: 4.01962 10.68730 -9.94480  0.136
H: 3.01491 10.28839 -7.56559  0.113
H: 3.73090 11.89176 -7.84011  0.119
H: 4.86000 9.53904 -6.24671  0.111
H: 5.11303 11.22228 -5.90842  0.127
H: 6.78645 9.44374 -7.41010  0.120
H: 7.11879 11.15715 -7.30012  0.133
C: 9.93728 10.25851 -11.51848  -0.080
C: 10.92132 9.46276 -10.65634  -0.213
C: 11.28518 8.10288 -11.22633  -0.140
N: 12.41214 7.46258 -10.47510  -0.246
C: 13.69233 8.21273 -10.66614  0.022
C: 12.63258 6.01002 -10.94293  -0.057
C: 12.14329 5.10400 -9.81396  -0.111
C: 12.41113 5.93362 -8.57333  -0.131
C: 12.08404 7.35414 -8.98800  -0.104
H: 9.05564 9.66123 -11.76012  0.062
H: 10.39880 10.59460 -12.44796  0.092
H: 9.69099 11.17443 -10.98622  0.056
H: 10.49739 9.30047 -9.66594  0.100
H: 11.81466 10.08903 -10.65452  0.114
H: 11.56222 8.12668 -12.28074  0.133
H: 10.43582 7.41638 -11.15821  0.127
H: 14.54746 7.61039 -10.38113  0.115
H: 13.66785 9.15763 -10.13509  0.098
H: 13.76855 8.41224 -11.73596  0.120
H: 13.68262 5.91391 -11.19607  0.131
H: 12.03403 5.83175 -11.83550  0.135
H: 12.72684 4.18564 -9.82458  0.142
H: 11.10954 4.83289 -10.03206  0.112
H: 13.48028 5.92952 -8.33540  0.129
H: 11.86778 5.61041 -7.68914  0.104
H: 12.45781 8.22533 -8.45762  0.136
H: 10.99605 7.45114 -8.93120  0.088
C: 9.36391 6.49337 -14.16152  -0.085
C: 8.01987 6.70224 -13.49461  -0.231
C: 7.13072 7.67043 -14.21596  -0.105
N: 5.65455 7.37010 -13.94068  -0.234
C: 5.18107 6.10631 -14.60322  0.042
C: 5.39968 7.34999 -12.45515  -0.135
C: 4.09381 8.03388 -12.19861  -0.156
C: 4.11468 9.18642 -13.19563  -0.143
C: 4.84700 8.60003 -14.39726  -0.073
H: 9.75356 5.52860 -13.82514  0.062
H: 10.18025 7.20972 -13.99580  0.056
H: 9.34527 6.42904 -15.25131  0.091
H: 8.21729 7.05232 -12.48020  0.093
H: 7.52928 5.72990 -13.56876  0.082
H: 7.21249 7.65280 -15.30280  0.146
H: 7.20920 8.71097 -13.89021  0.126
H: 5.60734 6.00026 -15.59543  0.121
H: 4.09609 6.11037 -14.55238  0.107
H: 5.58039 5.29034 -14.00381  0.070
H: 5.43661 6.32772 -12.07974  0.114
H: 6.24809 7.83254 -11.97337  0.103
H: 3.29150 7.33949 -12.49299  0.114
H: 3.84074 8.21150 -11.15581  0.101
H: 3.10788 9.43688 -13.53616  0.121
H: 4.46011 10.12502 -12.75324  0.105
H: 4.06612 8.19803 -15.04057  0.130
H: 5.46900 9.25240 -14.99949  0.132
C: 10.86232 6.76456 -4.69011  -0.075
C: 9.35804 6.80095 -4.44769  -0.228
C: 8.79403 5.39375 -4.32447  -0.121
N: 7.29916 5.30134 -4.28413  -0.257
C: 6.78351 5.65380 -2.93294  0.043
C: 6.87700 3.88617 -4.68539  -0.064
C: 5.59823 3.96373 -5.48722  -0.121
C: 5.35277 5.46983 -5.75092  -0.139
C: 6.64206 6.14643 -5.31557  -0.131
H: 11.18832 7.71211 -5.12838  0.078
H: 11.13287 6.00694 -5.42681  0.067
H: 11.43316 6.67010 -3.76878  0.088
H: 8.87418 7.23894 -5.32471  0.088
H: 9.10691 7.45244 -3.60774  0.116
H: 9.17159 4.88103 -3.43970  0.152
H: 9.16404 4.88338 -5.21286  0.132
H: 5.69614 5.65634 -2.96024  0.118
H: 7.03746 6.70717 -2.79924  0.106
H: 7.22713 5.03820 -2.16101  0.120
H: 6.90595 3.21049 -3.83171  0.148
H: 7.70841 3.54245 -5.29842  0.133
H: 4.73746 3.46574 -5.05284  0.120
H: 5.80299 3.48296 -6.44516  0.110
H: 4.45496 5.71525 -5.18232  0.113
H: 5.25346 5.70475 -6.81347  0.087
H: 6.52862 7.19268 -5.02984  0.138
H: 7.24691 6.19348 -6.21318  0.095
C: 2.37538 7.16108 -7.57329  -0.099
C: 1.98183 5.82291 -8.13334  -0.223
C: 2.53022 5.62692 -9.55887  -0.120
N: 2.85045 4.17924 -9.85244  -0.246
C: 3.80199 3.63955 -8.83011  0.029
C: 3.54663 4.12140 -11.18645  -0.110
C: 2.77281 3.15915 -12.10141  -0.111
C: 1.35983 3.21000 -11.52871  -0.136
C: 1.55463 3.41714 -10.03633  -0.083
H: 2.18501 8.06508 -8.14528  0.070
H: 3.44594 7.15406 -7.31506  0.057
H: 2.00744 7.23388 -6.54332  0.089
H: 0.89161 5.73915 -8.24074  0.115
H: 2.15001 4.99915 -7.44599  0.106
H: 3.52319 6.08852 -9.61491  0.111
H: 1.81559 6.00834 -10.28229  0.143
H: 4.25141 2.74522 -9.25784  0.128
H: 3.25273 3.34720 -7.94092  0.098
H: 4.57147 4.39504 -8.65154  0.088
H: 4.59177 3.87030 -11.04688  0.111
H: 3.48427 5.10987 -11.64162  0.106
H: 3.10638 2.13296 -11.93579  0.131
H: 2.98019 3.48790 -13.11336  0.123
H: 0.80539 2.27427 -11.60478  0.128
H: 0.74639 3.97580 -12.00733  0.121
H: 1.66595 2.49336 -9.46710  0.142
H: 0.72360 3.93949 -9.56749  0.128
C: 6.70866 2.40007 -13.11918  -0.655
F: 6.17339 3.51580 -12.53318  0.039
F: 7.21531 1.66488 -12.14978  0.161
F: 5.70554 1.77189 -13.72058  0.134
S: 7.99562 2.88188 -14.35462  0.465
O: 9.17298 3.21878 -13.59521  -0.306
O: 8.06269 1.74825 -15.22105  -0.275
O: 7.38047 4.04074 -15.02848  -0.364
N: 10.83532 0.35232 -8.42756  -0.293
S: 10.41684 -1.02255 -9.27935  0.479
O: 10.49813 -0.89950 -10.68209  -0.254
O: 9.34863 -1.73802 -8.69283  -0.265
F: 11.73177 -1.80011 -8.89641  -0.176
S: 9.76508 1.37128 -8.95256  0.446
O: 8.40439 1.07782 -8.61284  -0.309
O: 10.08072 2.03016 -10.18154  -0.300
F: 10.06088 2.62820 -7.90708  -0.284

Forces on the atoms, in the same order (eV/Å):
-0.428 -1.258 1.167
0.150 -0.564 -0.055
-0.055 0.671 -0.510
-0.323 0.891 -0.031
0.539 0.333 -0.155
-0.309 0.123 -0.102
-0.125 0.378 -0.860
0.109 0.085 0.210
-0.099 0.125 0.297
0.100 -0.072 0.396
-0.122 -0.054 -0.061
0.121 0.068 0.603
0.098 0.529 -1.040
0.738 -0.823 -0.177
-0.318 0.390 0.856
-0.909 -0.586 0.315
-0.823 -1.216 1.038
-0.076 0.286 -1.368
0.230 0.266 0.641
0.291 -0.281 -0.230
0.026 -0.247 -0.072
-0.232 0.196 -0.147
-0.210 -0.001 0.156
-0.091 -0.055 0.095
0.267 -0.412 0.209
-0.122 0.539 0.106
-0.149 0.114 -0.122
0.123 0.439 -0.425
0.515 -0.010 -0.151
0.098 -0.175 -0.426
0.507 -0.059 -0.339
0.344 0.287 -0.107
-0.082 0.206 0.314
-0.103 0.034 0.510
-0.065 -0.037 -0.130
-0.094 0.092 -0.097
0.010 -0.002 -0.227
-0.194 0.137 0.255
0.259 -0.270 -0.084
0.101 0.205 -0.829
-0.329 -0.126 -0.099
0.670 -0.468 0.552
-0.249 0.268 -0.771
-0.623 -0.132 -0.327
0.500 0.110 -0.640
0.961 0.448 0.271
-1.801 -0.053 -0.308
-0.154 0.212 0.026
0.018 -0.250 -0.081
-0.330 -0.086 0.033
0.225 0.341 0.144
0.060 -0.090 0.650
0.158 0.186 0.046
0.049 -0.039 0.085
-0.102 -0.029 0.324
0.038 -0.045 0.119
0.166 0.026 0.038
0.040 -0.118 0.116
0.161 0.204 -0.136
-0.162 -0.117 0.073
-0.121 0.011 0.544
-0.042 -0.457 0.084
-0.091 0.076 -0.034
0.585 -0.292 0.098
0.059 -0.046 -0.062
1.275 -0.445 -0.559
0.620 0.203 -0.615
-0.949 0.271 0.044
-0.324 1.492 0.133
0.448 -0.078 0.923
0.895 -1.053 0.829
-0.896 -0.714 -0.768
-0.789 0.531 0.304
-0.492 -0.733 -0.506
-0.077 -0.044 -0.076
-0.487 0.402 0.442
-0.500 -0.203 0.023
-0.460 -0.374 0.240
0.168 -0.110 0.545
0.222 -0.181 0.015
0.403 -0.031 0.003
-0.231 0.183 -0.144
-0.039 -0.075 -0.294
-0.044 -0.174 -0.257
0.133 0.002 -0.017
-0.127 0.165 0.024
0.062 0.078 -0.165
0.562 0.458 0.071
-0.015 -0.008 0.110
0.689 -0.176 -0.220
0.185 0.065 -0.250
0.067 0.130 0.163
0.109 0.620 -0.157
-0.482 0.253 -0.181
0.761 0.367 0.122
-0.330 -0.608 -0.026
-0.151 1.225 -0.475
1.105 -0.510 0.090
0.145 0.156 -1.015
-0.130 -0.616 0.472
-0.518 0.633 -0.912
-0.114 0.028 0.085
0.042 -0.218 0.267
0.010 -0.404 -0.038
0.161 0.124 -0.019
0.082 -0.130 0.121
-0.015 -0.095 -0.041
-0.354 -0.348 0.019
-0.018 -0.558 0.148
0.238 -0.147 0.361
-0.123 -0.182 -0.020
-0.331 0.334 0.264
-0.208 -0.077 -0.275
0.064 0.054 0.273
-0.087 -0.193 0.091
0.123 0.653 -0.111
-0.386 -0.099 0.064
0.008 -0.177 0.577
0.528 -0.400 0.059
1.239 -0.223 1.931
-1.593 -0.117 -1.276
1.220 -0.509 1.485
-0.388 0.818 -0.540
-0.323 -0.469 -0.115
0.000 0.021 -1.001
0.501 -0.401 1.471
-0.475 -0.058 -0.246
0.075 -0.290 0.588
-0.433 -0.191 -0.187
0.140 -0.007 -0.714
-0.716 0.414 -0.343
-0.010 0.433 0.176
0.760 0.118 0.053
-0.177 0.352 -0.276
0.190 -0.095 -0.295
0.066 -0.010 0.064
0.075 0.128 0.123
-0.006 -0.014 -0.049
0.027 0.085 0.026
0.093 0.104 0.226
0.426 0.090 -0.403
-0.500 -0.377 -0.263
0.104 0.002 -0.490
0.016 0.162 0.277
0.046 -0.199 -0.365
0.147 0.227 0.029
0.911 0.321 -0.388
-0.322 0.223 0.080
-0.281 -0.285 0.138
-0.369 -0.228 0.202
0.088 0.678 -1.568
-0.160 0.170 0.488
0.106 -0.591 0.225
-0.238 0.159 0.757
-1.204 -0.975 -1.365
1.937 -0.273 1.386
-0.216 0.385 -0.848
-0.438 -0.298 0.333
-0.089 -0.115 0.210
0.242 2.158 0.963
-0.228 0.057 -0.449
-0.313 -0.144 -0.200
0.262 -0.317 0.241

Computed properties:
- LUMO (hartree) = -0.1670
- charge = +2
- frontier orbital gap (eV) = 6.36
- highest occupied orbital energy (eV) = -10.904
- E_tot (a.u.) = -4358.30691
- energy relative to the best compared isomer or geometry (same formula, charge and spin) (eV) = 0.0000

Below is C6H9N in the gas phase, with properties calculated with ωB97M-V/def2-TZVPD.

Last column: natural (NBO) charge in e.
Atoms and positions in Å:
C: 2.94036 -0.47250 -0.10519  -0.266
C: 1.79687 -0.70052 -0.40792  0.016
C: 0.39537 -0.95384 -0.76083  -0.487
C: -0.55839 -0.01309 -0.03715  0.090
C: -0.38330 1.45045 -0.37313  -0.622
C: -1.05160 -0.39715 1.30259  -0.258
N: -1.90414 -0.55497 0.11933  -0.591
H: 3.95548 -0.27756 0.16204  0.239
H: 0.26578 -0.83802 -1.84474  0.236
H: 0.12655 -1.98821 -0.51804  0.248
H: 0.65984 1.74519 -0.22107  0.231
H: -1.01424 2.08348 0.26133  0.210
H: -0.64191 1.64418 -1.42237  0.211
H: -0.72132 -1.32694 1.76412  0.200
H: -1.26760 0.41046 2.00032  0.193
H: -2.59774 0.18903 0.08070  0.351

Forces on the atoms, in the same order (eV/Å):
-0.460 -0.090 -0.112
0.499 0.060 0.125
-0.038 -0.044 -0.026
0.140 0.091 -0.045
-0.010 0.019 0.011
0.192 0.029 0.275
-0.240 0.068 -0.104
-0.178 -0.037 -0.051
0.022 -0.011 0.132
0.046 0.167 -0.020
-0.140 0.002 -0.022
0.071 -0.127 -0.097
0.043 -0.055 0.158
-0.061 0.176 -0.108
-0.011 -0.156 -0.102
0.126 -0.093 -0.013

Computed properties:
- LUMO (hartree) = 0.0379
- frontier orbital gap (eV) = 10.58
- SMILES = C#CC[C@]1(C)CN1
- highest occupied orbital energy (eV) = -9.552
- E_tot (a.u.) = -288.67763
- energy relative to the best compared isomer or geometry (same formula, charge and spin) (eV) = 2.8412

Below is a molecular structure, C11H26Fe2N7O21 in a non-equilibrium geometry, with properties calculated with ωB97M-V/def2-TZVPD.

Last column: natural (NBO) charge in e.
Atoms and positions in Å:
Fe: -21.63985 9.35374 0.09509  1.685
Fe: -22.14195 6.37185 1.28277  1.830
C: -22.46603 4.33410 4.64455  -0.623
C: -22.76680 3.65938 3.25860  -0.072
O: -22.47398 4.61420 2.25988  -0.714
H: -23.09864 5.21056 4.78500  0.223
H: -21.40809 4.59572 4.66494  0.195
H: -22.60036 3.69687 5.51862  0.224
H: -23.80647 3.33335 3.28816  0.209
H: -22.14315 2.76638 3.21731  0.159
C: -20.84697 8.45402 2.39770  1.000
O: -20.37490 9.24790 1.60695  -0.722
O: -20.67773 7.27871 2.18255  -0.579
O: -22.00638 8.34087 1.90714  -0.638
C: -23.17283 7.47971 -0.89966  1.015
O: -23.36991 8.64726 -0.62643  -0.755
O: -23.53616 6.62325 -0.09792  -0.735
O: -21.96517 7.45094 -0.58340  -0.850
C: -22.16436 3.00444 -3.57171  -0.481
N: -22.09276 3.93735 -2.40544  0.526
O: -22.28121 3.47416 -1.26395  -0.406
O: -21.64609 5.07872 -2.66151  -0.370
H: -21.75791 2.04422 -3.25411  0.239
H: -21.48874 3.42795 -4.31487  0.258
H: -23.20355 2.95405 -3.89673  0.240
C: -24.35928 12.79147 1.04475  -0.472
N: -23.79175 11.48904 1.49135  0.556
O: -24.22625 11.04182 2.55158  -0.285
O: -22.83388 10.96267 0.93052  -0.512
H: -25.00194 13.12208 1.86072  0.261
H: -24.82397 12.48239 0.10846  0.252
H: -23.55997 13.52757 0.95895  0.254
C: -25.39828 2.82479 0.38476  -0.492
N: -26.35029 3.78299 1.02832  0.535
O: -26.46292 3.82316 2.27429  -0.397
O: -26.94145 4.48071 0.26892  -0.363
H: -25.63319 1.83134 0.76682  0.235
H: -24.37146 3.04954 0.67327  0.250
H: -25.69958 2.81521 -0.66273  0.237
C: -18.72707 6.86923 -2.78668  -0.490
N: -18.76294 6.20105 -4.08847  0.531
O: -18.59679 6.80745 -5.10501  -0.365
O: -18.87348 4.98352 -4.15292  -0.416
H: -17.71594 6.61236 -2.47088  0.259
H: -19.38595 6.32566 -2.10955  0.255
H: -18.99582 7.91294 -2.94963  0.223
C: -17.27578 7.32880 2.56581  -0.484
N: -16.99254 7.02587 1.18563  0.515
O: -17.86184 7.06403 0.29834  -0.419
O: -15.86056 6.66537 0.89693  -0.343
H: -18.03418 6.57564 2.77954  0.242
H: -17.82347 8.27119 2.55885  0.235
H: -16.36434 7.39535 3.15990  0.258
C: -19.64374 3.05641 1.11756  -0.472
N: -19.63825 4.28926 0.19415  0.549
O: -20.42731 5.22331 0.40256  -0.459
O: -18.74751 4.32088 -0.70417  -0.301
H: -20.65042 2.64857 1.02602  0.251
H: -19.53808 3.40668 2.14433  0.236
H: -18.84318 2.35723 0.87602  0.253
C: -26.21460 7.62784 1.37166  -0.492
N: -25.51134 7.14673 2.58577  0.569
O: -24.35043 7.03938 2.45217  -0.439
O: -26.09095 6.93645 3.62667  -0.343
H: -27.17186 7.98876 1.74783  0.234
H: -26.38021 6.73337 0.77116  0.262
H: -25.60749 8.39986 0.89891  0.233

Forces on the atoms, in the same order (eV/Å):
-1.392 -0.763 0.156
-1.914 -4.386 -0.108
0.038 -0.257 -0.494
0.460 1.323 1.831
0.124 1.393 -1.157
0.134 0.068 -0.131
0.000 0.340 -0.084
-0.285 -0.362 -0.251
-0.258 0.247 -0.546
0.175 -0.072 -0.610
-1.027 -0.584 -7.248
7.971 7.819 0.356
8.822 -9.462 6.075
-14.293 3.000 1.123
2.879 0.584 7.881
-8.008 9.584 -3.662
-9.164 -7.544 0.264
15.300 -1.401 -3.067
0.314 0.146 0.033
1.937 0.935 0.779
-0.057 1.089 -1.857
-1.561 -2.133 1.036
-0.407 0.071 0.128
-0.384 0.041 -0.065
0.183 -0.100 -0.024
0.209 -0.475 -0.011
0.118 -0.722 3.808
0.348 0.470 -1.963
0.093 0.610 -1.218
-0.316 -0.291 -0.493
-0.262 0.861 -0.050
0.122 -0.360 -0.466
-0.730 -0.981 0.422
0.889 -0.735 2.671
0.492 -0.232 -2.239
-1.082 1.248 -0.828
-0.012 0.081 0.277
-0.154 0.369 -0.418
0.768 0.325 0.061
-0.081 -0.662 0.234
-0.248 -2.234 -1.471
0.137 2.201 -0.624
-0.286 -0.264 1.471
0.068 0.816 0.348
-0.117 0.237 -0.178
0.459 -0.168 0.242
-1.361 0.655 0.220
1.477 -0.914 -3.740
-0.001 0.482 1.885
-0.318 0.323 0.861
0.338 -0.107 0.851
0.167 0.103 0.075
-0.314 -0.454 -0.173
-0.664 0.813 -0.129
2.566 0.189 -1.507
1.127 -1.102 -0.562
-3.162 -0.090 2.780
0.141 -0.119 -0.136
0.030 0.267 -0.160
-0.216 0.387 -0.414
-1.289 -0.109 0.653
-2.746 0.690 0.559
4.526 -0.742 -0.005
-0.416 0.057 -0.418
0.031 0.105 -0.355
0.129 0.257 -0.228
-0.048 -0.360 0.009

Computed properties:
- LUMO (alpha / beta) (hartree) = -0.1932 / -0.2199
- multiplicity = 11
- charge = +1
- frontier orbital gap (alpha / beta) (eV) = 6.94 / 6.11
- highest occupied orbital energy (alpha / beta) (eV) = -12.192 / -12.098
- E_tot (a.u.) = -4924.09930
- ⟨S²⟩ = 30.05